1 | The following is a DFT calculation (ωB97M-V/def2-TZVPD) of a single C3H5NO2S molecule.

Its structure (SMILES) is O/N=C1\OCCS1. The orbital gap comes out at 9.41 eV. As for the spin multiplicity: 1. As for the charge: 0. For the LUMO energy, the calculation gives 0.5 eV.

Structure (XYZ):
```
12
C3H5NO2S (ωB97M-V/def2-TZVPD)
C 0.502 -0.187 0.091
C -1.984 0.199 0.316
C -1.144 1.401 -0.226
H 2.439 1.076 0.000
H -2.996 0.153 -0.106
H -2.037 0.306 1.390
H -1.239 1.523 -1.317
H -1.387 2.351 0.240
N 1.655 -0.708 0.119
O 2.787 0.171 -0.023
O 0.261 1.137 0.049
S -0.937 -1.212 -0.146
```


2 | The following is a DFT calculation (ωB97M-V/def2-TZVPD) of a 2-piece molecular cluster, C3H5NO2S overall.

The orbital gap (spin up / spin down) comes out at 8.92 / 8.92 eV. As for the spin multiplicity: 1. As for the charge: 0. For the LUMO energy (spin up / spin down), the calculation gives -0.1 / -0.1 eV.

Structure (XYZ):
```
12
C3H5NO2S (ωB97M-V/def2-TZVPD)
C 0.589 0.204 0.268
C 1.580 0.328 -0.767
C -0.829 0.112 0.079
N 3.431 -0.289 -0.049
O 4.089 -0.995 -0.761
O 3.619 0.109 1.071
S 1.415 1.894 0.120
H 0.889 -0.517 1.200
H 1.794 0.335 -1.865
H -1.109 0.475 -0.964
H -1.346 0.494 1.024
H -1.275 -0.822 0.087
```


Stability summary: most stable 1, least stable 2.


1 | The following is a DFT calculation (ωB97M-V/def2-TZVPD) of a single C2H5NS2 molecule.

Its structure (SMILES) is CSNC=S. The orbital gap comes out at 9.13 eV. As for the spin multiplicity: 1. As for the charge: 0. For the LUMO energy, the calculation gives 0.5 eV.

Structure (XYZ):
```
10
C2H5NS2 (ωB97M-V/def2-TZVPD)
C 1.397 0.836 0.015
C -1.418 -0.633 -0.427
H 1.640 0.960 1.050
H 0.447 1.334 -0.184
H 2.132 1.120 -0.722
H -0.801 -0.839 1.405
H -1.128 -0.727 -1.484
N -0.460 -0.919 0.425
S 1.144 -0.966 -0.096
S -2.953 -0.165 0.019
```


2 | The following is a DFT calculation (ωB97M-V/def2-TZVPD) of a single C2H5NS2 molecule.

Its structure (SMILES) is CSNC=S. The orbital gap comes out at 9.06 eV. As for the spin multiplicity: 1. As for the charge: 0. For the LUMO energy, the calculation gives 0.4 eV.

Structure (XYZ):
```
10
C2H5NS2 (ωB97M-V/def2-TZVPD)
C 1.725 0.641 -0.007
C -1.696 -0.462 -0.412
H 1.561 1.126 -0.941
H 2.837 0.618 0.322
H 1.143 1.078 0.771
H -0.963 -0.622 1.465
H -1.466 -0.275 -1.496
N -0.726 -0.805 0.468
S 0.837 -1.098 -0.158
S -3.254 -0.201 -0.012
```


Stability summary: most stable 1, least stable 2.


1 | The following is a DFT calculation (ωB97M-V/def2-TZVPD) of a 3-piece molecular cluster, C3H12N2OS overall.

The orbital gap comes out at 4.25 eV. As for the spin multiplicity: 1. As for the charge: 0. For the LUMO energy, the calculation gives -4.3 eV.

Structure (XYZ):
```
19
C3H12N2OS (ωB97M-V/def2-TZVPD)
N 0.424 -2.970 0.596
C 0.543 -0.500 -0.076
C 0.728 0.371 1.113
S -0.802 0.625 2.175
C -0.652 -0.279 -1.000
N -0.444 0.857 -1.922
H -0.397 -3.088 1.124
H 0.794 -3.845 0.401
H 1.400 -0.552 -0.752
H 1.031 1.385 0.867
H 1.401 -0.121 1.835
H -1.024 1.777 1.493
H -0.870 -1.099 -1.675
H -1.553 -0.154 -0.339
H 0.116 1.584 -1.353
H -1.273 1.037 -2.304
H 0.109 3.768 -0.348
H 0.370 -1.616 0.313
O 0.099 2.816 -0.147
```


2 | The following is a DFT calculation (ωB97M-V/def2-TZVPD) of a 2-piece molecular cluster, C3H12N2OS overall.

Its structure (SMILES) is NC[C@@H](N)CS.O. The orbital gap comes out at 9.51 eV. As for the spin multiplicity: 1. As for the charge: 0. For the LUMO energy, the calculation gives 0.7 eV.

Structure (XYZ):
```
19
C3H12N2OS (ωB97M-V/def2-TZVPD)
N 1.086 0.184 -0.420
C 0.203 0.050 0.803
C -0.472 -1.315 0.885
S -2.057 -1.184 -0.097
C 0.959 0.073 2.051
N 1.332 1.399 2.461
H 0.490 0.090 -1.254
H 1.469 1.121 -0.530
H -0.593 0.904 0.910
H 0.107 -2.143 0.383
H -0.892 -1.586 1.871
H -2.841 -1.646 0.886
H 1.916 -0.622 2.041
H 0.186 -0.162 2.865
H 1.774 1.257 3.340
H 2.005 2.009 1.945
H 0.926 2.226 -4.107
H 1.162 1.696 -5.541
O 0.767 1.483 -4.747
```


Stability summary: most stable 2, least stable 1.


1 | The following is a DFT calculation (ωB97M-V/def2-TZVPD) of a 2-piece molecular cluster, C3H12N2OS overall.

Its structure (SMILES) is NCNCCS.O. The orbital gap comes out at 9.12 eV. As for the spin multiplicity: 1. As for the charge: 0. For the LUMO energy, the calculation gives 0.6 eV.

Structure (XYZ):
```
19
C3H12N2OS (ωB97M-V/def2-TZVPD)
C 1.077 -0.266 0.487
C 1.302 -1.691 0.947
S 3.089 -1.903 1.528
N -0.141 -0.273 -0.297
C -1.501 -0.623 0.142
N -1.872 -0.002 1.318
H 1.841 0.068 -0.143
H 1.237 0.489 1.322
H 0.673 -2.087 1.724
H 1.075 -2.211 -0.022
H 3.662 -1.751 0.279
H 0.149 -0.007 -1.186
H -1.604 -1.640 0.188
H -2.185 -0.285 -0.712
H -1.286 -0.407 2.044
H -1.413 0.971 1.309
H -1.335 4.629 -2.782
H -1.726 3.178 -2.941
O -1.042 3.809 -3.203
```


2 | The following is a DFT calculation (ωB97M-V/def2-TZVPD) of a 2-piece molecular cluster, C3H12N2OS overall.

Its structure (SMILES) is NC[C@@H](N)CS.O. The orbital gap comes out at 10.04 eV. As for the spin multiplicity: 1. As for the charge: 0. For the LUMO energy, the calculation gives 0.9 eV.

Structure (XYZ):
```
19
C3H12N2OS (ωB97M-V/def2-TZVPD)
N 0.015 -0.831 -1.098
C 0.155 0.297 -0.183
C 1.488 0.193 0.552
S 1.476 -1.005 1.917
C 0.051 1.640 -0.885
N -1.167 1.658 -1.719
H -0.655 -0.605 -1.823
H 0.911 -1.088 -1.494
H -0.650 0.284 0.553
H 2.240 -0.130 -0.152
H 1.778 1.172 0.929
H 1.549 -2.099 1.152
H 0.903 1.888 -1.521
H 0.018 2.405 -0.093
H -1.366 2.618 -1.996
H -1.966 1.379 -1.141
H -2.086 -1.082 -0.451
H -3.301 -1.137 0.500
O -2.960 -0.708 -0.289
```


Stability summary: most stable 2, least stable 1.


1 | The following is a DFT calculation (ωB97M-V/def2-TZVPD) of a 2-piece molecular cluster, C3H12N2OS overall.

Its structure (SMILES) is NC[C@@H](N)CS.O. The orbital gap comes out at 9.22 eV. As for the spin multiplicity: 1. As for the charge: 0. For the LUMO energy, the calculation gives 0.5 eV.

Structure (XYZ):
```
19
C3H12N2OS (ωB97M-V/def2-TZVPD)
N 0.523 0.808 -1.916
C 0.536 -0.130 -0.833
C 1.137 0.225 0.519
S 0.553 1.792 1.222
C -0.993 -0.670 -0.572
N -1.776 -0.301 -1.728
H -0.381 1.057 -2.247
H 0.126 2.587 0.281
H 0.999 0.473 -2.702
H 1.047 -0.973 -1.151
H 2.206 0.232 0.528
H 0.862 -0.564 1.247
H -0.793 -1.805 -0.282
H -1.377 -0.117 0.268
H -2.059 -1.153 -2.154
H -2.682 0.125 -1.474
H 0.044 -3.446 1.187
H -0.850 -2.177 1.702
O -0.161 -2.875 2.009
```


2 | The following is a DFT calculation (ωB97M-V/def2-TZVPD) of a 2-piece molecular cluster, C3H12N2OS overall.

Its structure (SMILES) is NC[C@@H](N)CS.O. The orbital gap comes out at 9.86 eV. As for the spin multiplicity: 1. As for the charge: 0. For the LUMO energy, the calculation gives 0.7 eV.

Structure (XYZ):
```
19
C3H12N2OS (ωB97M-V/def2-TZVPD)
N 0.147 -1.483 -0.355
C 0.167 -0.192 0.302
C 0.874 -0.317 1.657
S 0.054 -1.428 2.918
C 0.775 1.012 -0.434
N -0.045 1.402 -1.614
H -0.524 -2.144 0.006
H 0.015 -1.398 -1.352
H -0.820 0.205 0.577
H 1.965 -0.434 1.589
H 0.769 0.660 2.112
H 0.739 -2.576 2.619
H 1.798 0.672 -0.629
H 0.693 1.855 0.267
H -0.094 2.410 -1.554
H 0.436 1.179 -2.491
H -1.588 0.441 -1.435
H -2.853 0.047 -0.643
O -2.506 0.089 -1.539
```


Stability summary: most stable 2, least stable 1.


1 | The following is a DFT calculation (ωB97M-V/def2-TZVPD) of a 2-piece molecular cluster, C4H11O overall.

The orbital gap comes out at 6.39 eV. As for the spin multiplicity: 1. As for the charge: -1. For the LUMO energy, the calculation gives 4.3 eV.

Structure (XYZ):
```
16
C4H11O (ωB97M-V/def2-TZVPD)
C 1.363 -1.115 2.061
O 0.235 -1.142 1.360
H 1.636 -2.100 2.630
H 2.247 -1.093 1.338
H 1.399 -0.419 2.946
C -1.226 1.265 -0.082
C -1.035 0.541 -1.414
C 0.317 -0.204 -1.474
H -1.810 2.189 -0.104
H -0.341 1.573 0.466
H -1.777 0.572 0.562
H -1.050 1.248 -2.254
H -1.834 -0.169 -1.633
H 0.246 -0.900 -2.322
H 1.122 0.525 -1.546
H 0.507 -0.771 -0.536
```


2 | The following is a DFT calculation (ωB97M-V/def2-TZVPD) of a 2-piece molecular cluster, C4H11O overall.

The orbital gap comes out at 5.92 eV. As for the spin multiplicity: 1. As for the charge: -1. For the LUMO energy, the calculation gives 4.1 eV.

Structure (XYZ):
```
16
C4H11O (ωB97M-V/def2-TZVPD)
C 2.891 -0.865 -1.070
O 1.570 -0.628 -1.083
H 3.485 -0.367 -1.831
H 3.136 -1.951 -1.067
H 3.500 -0.601 -0.143
C -0.982 1.691 0.719
C -2.127 0.641 0.621
C -1.589 -0.809 0.791
H -0.074 1.355 0.318
H -1.161 2.661 0.117
H -0.804 1.982 1.683
H -2.951 0.806 1.304
H -2.584 0.743 -0.428
H -2.367 -1.576 0.988
H -0.816 -0.936 1.580
H -1.082 -1.043 -0.225
```


Stability summary: most stable 1, least stable 2.